No. 1
The following is a quantum chemistry calculation of a gas-phase ion, C4H11N2 (charge +1) at a distorted geometry, from the OMol25 dataset.

Summary:
HOMO in eV: -14.047
LUMO in eV: -3.58
Max |F| in eV/A: 3.038
SMILES string: C[C@@H]1[C@H]([NH3+])N1C
ΔE to the lowest compared entry with this formula, charge and spin in eV: 2.226

Structure (ORCA input):
```
! wB97M-V def2-TZVPD RIJCOSX def2/J DEFGRID3
* xyz 1 1
C 1.176 1.536 -0.216
C 0.081 0.733 0.445
C 0.174 -0.758 0.546
N 1.212 -1.455 -0.237
N -0.803 -0.018 -0.408
C -2.212 -0.092 -0.126
H 1.408 1.169 -1.215
H 2.075 1.544 0.399
H 0.843 2.564 -0.327
H -0.354 1.228 1.312
H -0.222 -1.309 1.385
H 0.777 -2.130 -0.882
H 1.888 -1.944 0.363
H 1.702 -0.739 -0.799
H -2.564 -1.099 -0.339
H -2.465 0.171 0.902
H -2.716 0.597 -0.803
*
```

Mulliken atomic charge list, values in e, 5 entries: -1.668, 0.361, -0.422, -0.226, -0.262


No. 2
The following is a quantum chemistry calculation of a molecular structure, C33H85HgN4O12 at a distorted geometry, from the OMol25 dataset.

Summary:
HOMO (alpha / beta) in eV: -4.874 / -7.396
LUMO (alpha / beta) in eV: 0.48 / 0.46
Max |F| in eV/A: 4.967
<S²>: 0.752

Structure (ORCA input):
```
! wB97M-V def2-TZVPD RIJCOSX def2/J DEFGRID3
* xyz 0 2
Hg -1.435 -0.835 -2.635
C 0.476 1.455 -0.210
C 0.335 0.022 0.148
C -0.581 -0.203 1.329
O 0.098 -0.765 -0.962
H 1.126 1.826 0.582
H -0.471 1.991 -0.150
H 1.081 1.716 -1.078
H 1.339 -0.339 0.371
H -0.449 -1.195 1.763
H -1.630 -0.150 1.037
H -0.469 0.609 2.047
C -3.840 9.847 3.138
O -3.183 8.590 2.841
C -3.599 7.937 1.739
C -2.638 6.752 1.592
N -2.919 5.642 2.551
C -2.073 4.429 2.238
C -0.635 4.484 2.825
O -0.698 4.340 4.256
C -1.190 3.110 4.766
H -4.875 9.693 3.443
H -3.693 10.559 2.326
H -3.446 10.372 4.009
H -3.519 8.715 0.980
H -4.610 7.553 1.871
H -1.565 6.922 1.678
H -2.631 6.495 0.532
H -2.743 5.924 3.505
H -2.038 4.025 1.226
H -2.527 3.605 2.790
H -0.162 5.450 2.651
H 0.093 3.824 2.352
H -2.258 2.943 4.903
H -0.779 3.177 5.774
H -0.740 2.294 4.199
C 5.153 0.395 1.819
O 5.195 -1.004 2.146
C 4.011 -1.763 1.820
C 2.796 -1.491 2.797
N 3.064 -1.725 4.214
C 1.986 -1.266 5.040
C 1.732 0.276 4.930
O 2.937 1.020 5.060
C 2.881 2.452 4.842
H 6.137 0.690 2.184
H 4.419 0.639 2.586
H 5.023 0.694 0.779
H 4.311 -2.810 1.880
H 3.768 -1.594 0.772
H 1.934 -2.148 2.680
H 2.405 -0.486 2.638
H 3.853 -1.094 4.230
H 2.047 -1.476 6.107
H 1.071 -1.820 4.832
H 0.943 0.548 5.630
H 1.213 0.483 3.994
H 3.874 2.901 4.843
H 2.336 3.058 5.566
H 2.534 2.512 3.811
C -3.641 1.195 -0.918
O -3.149 -0.100 -1.276
C -3.844 -1.098 -0.623
C -3.000 -2.322 -0.351
N -2.319 -2.735 -1.572
C -3.236 -3.403 -2.441
C -3.498 -4.890 -2.036
O -2.298 -5.568 -1.648
C -1.365 -6.005 -2.598
H -4.718 1.264 -1.069
H -3.240 1.987 -1.551
H -3.509 1.438 0.136
H -4.724 -1.453 -1.160
H -4.046 -0.855 0.421
H -3.578 -3.056 0.210
H -2.191 -2.179 0.365
H -1.732 -3.519 -1.324
H -2.693 -3.474 -3.384
H -4.194 -2.933 -2.661
H -3.817 -5.495 -2.885
H -4.134 -4.935 -1.153
H -0.378 -5.574 -2.429
H -1.716 -5.698 -3.584
H -1.117 -7.059 -2.481
C -0.753 2.270 -3.497
O -0.406 0.954 -3.623
C 0.259 0.663 -4.741
C 1.095 -0.603 -4.465
N 0.333 -1.810 -4.056
C -0.209 -2.403 -5.350
C 0.915 -3.067 -6.208
O 1.747 -3.920 -5.496
C 1.167 -4.999 -4.742
H -1.367 2.571 -2.648
H -1.305 2.569 -4.388
H 0.102 2.945 -3.518
H 0.898 1.495 -5.039
H -0.442 0.536 -5.566
H 1.698 -0.318 -3.603
H 1.897 -0.818 -5.171
H 1.015 -2.443 -3.663
H -0.682 -1.705 -6.041
H -0.990 -3.099 -5.043
H 1.501 -2.378 -6.815
H 0.537 -3.664 -7.039
H 0.595 -4.600 -3.904
H 1.803 -5.743 -4.262
H 0.507 -5.593 -5.375
C 3.618 3.249 -2.194
C 4.458 4.236 -2.996
O 4.413 5.388 -2.206
H 3.913 2.242 -2.489
H 2.528 3.264 -2.183
H 3.788 3.314 -1.119
H 4.075 4.424 -3.998
H 5.482 3.864 -3.014
H 4.552 6.171 -2.744
C 2.208 -5.408 -0.341
C 2.045 -3.910 -0.538
O 0.779 -3.615 -0.884
H 1.524 -6.046 -0.901
H 2.092 -5.610 0.724
H 3.181 -5.794 -0.646
H 2.811 -3.488 -1.189
H 2.319 -3.370 0.368
H 0.680 -2.662 -0.940
C -1.942 -5.167 3.098
C -0.880 -5.041 2.117
O -0.308 -3.782 2.113
H -2.464 -6.111 2.939
H -2.572 -4.277 3.091
H -1.428 -5.390 4.033
H -1.288 -5.153 1.112
H -0.135 -5.830 2.215
H -0.001 -3.681 1.209
*
```

Mulliken atomic charge list, values in e, 5 entries: 0.295, -0.746, 1.364, 0.010, -0.431


No. 3
The following is a quantum chemistry calculation of a molecular structure, CH7N6 at a distorted geometry, from the OMol25 dataset.

Summary:
HOMO (alpha / beta) in eV: -11.525 / -15.055
LUMO (alpha / beta) in eV: -2.91 / -6.86
Max |F| in eV/A: 5.965
<S²>: 2.022
ΔE to the lowest compared entry with this formula, charge and spin in eV: 1.049

Structure (ORCA input):
```
! wB97M-V def2-TZVPD RIJCOSX def2/J DEFGRID3
* xyz 1 3
C -0.427 0.131 1.670
N 1.172 1.341 0.117
N 1.103 1.582 1.267
N 0.385 0.458 -0.511
N -0.370 -0.165 0.406
N -1.184 -0.351 2.704
N 0.319 -0.567 -2.815
H 0.305 0.996 1.857
H 0.377 -0.015 -1.681
H -0.956 -0.185 3.736
H -1.848 -1.079 2.622
H -0.047 0.127 -3.492
H -0.051 -1.470 -2.556
H 1.222 -0.803 -3.324
*
```

Mulliken atomic charge list, values in e, 5 entries: 0.261, -0.165, -0.330, 0.266, -0.489


No. 4
The following is a quantum chemistry calculation of a single C5H9NO molecule at a distorted geometry, from the OMol25 dataset.

Summary:
HOMO in eV: -10.413
LUMO in eV: 0.82
Max |F| in eV/A: 1.083
SMILES string: COC(C)(C)C#N
ΔE to the lowest compared entry with this formula, charge and spin in eV: 1.943

Structure (ORCA input):
```
! wB97M-V def2-TZVPD RIJCOSX def2/J DEFGRID3
* xyz 0 1
C 2.146 0.515 -0.239
O 0.855 0.059 -0.610
C -0.421 0.058 0.008
C -1.271 -0.533 -1.132
C -0.625 -0.814 1.266
C -0.806 1.462 0.307
N -0.992 2.583 0.523
H 2.280 0.971 0.746
H 2.807 -0.354 -0.315
H 2.480 1.240 -0.993
H -0.821 -1.501 -1.373
H -1.202 0.101 -2.018
H -2.323 -0.685 -0.873
H -1.701 -0.948 1.443
H -0.201 -0.388 2.178
H -0.196 -1.806 1.098
*
```

Mulliken atomic charge list, values in e, 5 entries: -0.724, -0.353, 1.462, -1.589, -1.455